# 1
The following is a DFT calculation (ωB97M-V/def2-TZVPD) of C5H8OS2 as an isolated structure.

Computed properties:
LUMO level: -0.82 eV
Relative energy (zero: lowest compared OMol25 entry of this formula, charge and spin): 169.8 kcal/mol

```
16
Properties=species:S:1:pos:R:3:mulliken_charge:R:1
C 2.98321 0.30078 -0.32732 -0.804
C 0.30559 0.10984 -0.11575 0.313
C -0.87405 -0.78649 0.02953 -0.206
C -1.62972 -0.05857 1.31898 -0.882
C -1.98247 -0.55603 -1.08795 0.067
H 2.83134 1.52831 0.05512 0.236
H 2.88581 0.41362 -1.62499 0.248
H 4.06284 0.06610 -0.11862 0.340
H -0.36535 -1.95093 0.30973 0.306
H -1.68364 1.18520 0.72597 0.280
H -0.96799 0.02763 2.46192 0.207
H -2.70414 -0.44093 1.41312 0.313
H -1.66711 -0.96435 -2.24975 0.253
O -3.11708 0.15704 -0.63059 -0.464
S 1.77509 -0.86055 -0.01781 0.029
S 0.14768 1.82933 -0.14159 -0.236
```

=====

# 2
The following is a DFT calculation (ωB97M-V/def2-TZVPD) of one molecule with the formula C10H13NO2S.

Computed properties:
SMILES: C[C@H](SCCc1ccccn1)C(=O)O
LUMO level: 0.77 eV
Relative energy (zero: lowest compared OMol25 entry of this formula, charge and spin): 0.0 kcal/mol

```
27
Properties=species:S:1:pos:R:3:mulliken_charge:R:1
C 3.34117 0.66542 -1.08079 -1.541
C 2.26736 0.25655 -0.08673 0.333
H 2.68719 -0.05847 0.86994 0.380
C 1.25003 1.35505 0.12098 0.336
O 0.70816 1.96737 -0.75800 -0.602
O 0.99989 1.55467 1.41816 -0.490
H 0.20759 2.10933 1.52641 0.452
S 1.33489 -1.17396 -0.77876 -0.117
C 0.68395 -1.99950 0.71590 -0.882
H 0.29490 -2.93866 0.32293 0.388
H 1.52756 -2.22054 1.37026 0.473
C -0.39582 -1.22581 1.47152 -0.771
C -1.37590 -0.52045 0.57270 0.542
N -1.62188 0.75095 0.86757 -0.347
C -2.45763 1.43219 0.10261 -0.239
C -3.09485 0.89111 -1.00059 -0.445
C -2.84618 -0.43725 -1.30701 -0.488
C -1.97881 -1.15851 -0.50599 -0.388
H -1.76321 -2.19335 -0.72100 0.332
H -3.31754 -0.90401 -2.15980 0.401
H -3.75790 1.49120 -1.60330 0.396
H -2.61499 2.46418 0.38985 0.354
H -0.93763 -1.93283 2.10762 0.459
H 0.06072 -0.47773 2.12009 0.324
H 3.97824 -0.18330 -1.31619 0.396
H 2.87137 1.02081 -1.99496 0.337
H 3.94930 1.46554 -0.66343 0.410
```

=====

# 3
The following is a DFT calculation (ωB97M-V/def2-TZVPD) of one molecule with the formula C17H23N5OS.

Computed properties:
SMILES: O=C(C1CCN(c2nnc(-n3cccc3)s2)CC1)N1CCCCC1
LUMO level: 0.59 eV
Relative energy (zero: lowest compared OMol25 entry of this formula, charge and spin): 24.0 kcal/mol

```
47
Properties=species:S:1:pos:R:3:mulliken_charge:R:1
O 1.96902 -0.32741 2.13726 -0.702
C 2.16268 0.57113 1.33777 0.066
N 2.78593 1.71306 1.70598 0.150
C 3.02780 2.89971 0.92240 -0.716
H 4.07864 3.17587 1.06785 0.446
C 2.12386 4.05777 1.38822 -0.636
C 1.76146 3.87618 2.86441 -0.659
C 2.95203 3.27634 3.60438 -0.619
C 3.19166 1.85097 3.09795 -0.810
H 4.24895 1.57679 3.19779 0.227
H 2.60089 1.13075 3.66804 0.423
H 2.76547 3.24988 4.67776 0.379
H 3.83203 3.90004 3.43525 0.333
H 1.47601 4.83344 3.30096 0.408
H 0.91178 3.19702 2.95726 0.304
H 1.21309 4.10141 0.78937 0.262
H 2.65752 4.99838 1.24442 0.371
H 2.88113 2.70921 -0.13843 0.255
C 1.70305 0.43556 -0.11400 0.232
H 2.43028 0.89220 -0.79221 0.356
C 0.33524 1.10806 -0.28775 0.156
H -0.36982 0.66818 0.42024 0.287
C -0.18358 0.88809 -1.70959 -1.207
N -0.24767 -0.52579 -2.01527 0.097
C -1.41917 -1.16186 -1.85628 0.694
N -2.55716 -0.56981 -1.68729 -0.302
N -3.59868 -1.39262 -1.65664 -0.520
C -3.30189 -2.63224 -1.79122 0.556
N -4.20491 -3.65356 -1.79458 0.226
C -3.92841 -4.98813 -1.93570 -0.280
C -5.10254 -5.67596 -1.89001 -0.544
C -6.13972 -4.72667 -1.71442 -0.589
C -5.56121 -3.49571 -1.65902 -0.354
H -5.97697 -2.51690 -1.53648 0.382
H -7.18736 -4.93994 -1.63910 0.428
H -5.21970 -6.73814 -1.97205 0.434
H -2.91966 -5.33195 -2.05597 0.278
S -1.56078 -2.92785 -1.98641 -0.351
C 1.01974 -1.20624 -1.88344 -1.282
H 1.71190 -0.76185 -2.60836 0.329
C 1.57673 -1.04893 -0.46888 -0.611
H 0.91271 -1.52926 0.25122 0.220
H 2.55072 -1.53435 -0.39814 0.491
H 0.89248 -2.26132 -2.13155 0.581
H 0.49300 1.35518 -2.43383 0.336
H -1.18421 1.30404 -1.82534 0.521
H 0.39764 2.17719 -0.08654 -0.045
```